Model one:
DFT (ωB97M-V/def2-TZVPD) results for a cluster of 2 separate species, CH4F2Si in total.

Computed properties:
**Highest occupied orbital energy**: -8.53 eV

Geometry as ORCA input:
```
! RIJCOSX wB97M-V def2-TZVPD def2/J DEFGRID3
* xyz 0 1
C -0.09 1.36 -0.48
F -1.42 1.45 -0.64
F 0.06 -1.97 -0.83
Si 0.07 -1.20 0.59
H 0.45 1.07 -1.37
H 0.52 2.28 -0.02
H 1.46 -1.09 1.34
H -1.05 -1.91 1.42
*
```

Model two:
DFT (ωB97M-V/def2-TZVPD) results for the molecule CH4F2Si.

Computed properties:
**Structure (SMILES)**: C[SiH](F)F
**Highest occupied orbital energy**: -11.73 eV

Geometry as ORCA input:
```
! RIJCOSX wB97M-V def2-TZVPD def2/J DEFGRID3
* xyz 0 1
C 0.66 0.56 -0.61
F -0.53 0.07 1.99
F -0.31 -1.96 0.43
Si -0.71 -0.42 0.45
H 1.73 0.39 -0.25
H 0.80 0.26 -1.56
H 0.56 1.59 -0.63
H -2.20 -0.49 0.17
*
```

Model three:
DFT (ωB97M-V/def2-TZVPD) results for a cluster of 2 separate species, CH4F2Si in total.

Computed properties:
**Structure (SMILES)**: C=[SiH]F.F
**Highest occupied orbital energy**: -9.22 eV

Geometry as ORCA input:
```
! RIJCOSX wB97M-V def2-TZVPD def2/J DEFGRID3
* xyz 0 1
C -0.40 -0.07 -0.21
F 0.97 1.45 -2.29
F -1.95 0.54 2.27
Si -0.67 -0.18 1.57
H -1.13 0.35 -0.97
H 0.47 -0.33 -0.64
H 0.60 1.01 -1.55
H 0.15 -0.41 2.77
*
```

It turns out model two is the most stable, with the second structure 0.1502 hartree higher.

Model one:
DFT (ωB97M-V/def2-TZVPD) results for a cluster of 4 separate species, C3H15NO3 in total.

Computed properties:
**Structure (SMILES)**: CCNC.O.O.O
**Highest occupied orbital energy**: -8.61 eV

Geometry as ORCA input:
```
! RIJCOSX wB97M-V def2-TZVPD def2/J DEFGRID3
* xyz 0 1
C -1.17 2.21 -1.71
C -0.36 1.48 -0.49
N 0.61 0.48 -1.03
C 0.01 -0.54 -1.95
H -1.19 3.24 -1.51
H -2.20 1.89 -1.90
H -0.58 2.10 -2.64
H -0.99 1.17 0.31
H 0.21 2.34 0.03
H 1.23 0.07 -0.32
H -0.39 0.00 -2.79
H 0.62 -1.42 -2.15
H -0.89 -1.00 -1.48
H 1.94 -2.83 1.71
H 2.13 -4.28 1.16
O 1.91 -3.72 1.95
H -3.13 -3.30 3.73
H -4.34 -3.72 2.81
O -3.56 -3.14 2.94
H 4.01 3.50 1.19
H 2.70 2.72 0.76
O 3.42 2.74 1.38
*
```

Model two:
DFT (ωB97M-V/def2-TZVPD) results for a cluster of 4 separate species, C3H15NO3 in total.

Computed properties:
**Structure (SMILES)**: CCCN.O.O.O
**Highest occupied orbital energy**: -9.37 eV

Geometry as ORCA input:
```
! RIJCOSX wB97M-V def2-TZVPD def2/J DEFGRID3
* xyz 0 1
C 0.04 1.78 -0.88
C 1.54 1.76 -1.13
C 2.30 0.61 -0.46
N -0.48 0.39 -0.74
H -0.55 2.20 -1.73
H -0.38 2.46 -0.14
H 1.95 2.74 -0.85
H 1.75 1.73 -2.21
H 1.99 0.36 0.54
H 3.38 0.75 -0.55
H 2.05 -0.28 -1.03
H -0.22 -0.09 -1.60
H -1.42 0.05 -0.60
H 0.83 -2.94 0.75
H -0.19 -1.87 1.06
O 0.01 -2.56 0.40
H -0.81 0.00 2.55
H -0.23 0.26 1.12
O -0.08 -0.24 1.98
H -2.45 -1.73 1.03
H -2.44 -1.12 -0.38
O -2.83 -1.05 0.48
*
```

Model three:
DFT (ωB97M-V/def2-TZVPD) results for a cluster of 4 separate species, C3H15NO3 in total.

Computed properties:
**Structure (SMILES)**: CCCN.O.O.O
**Highest occupied orbital energy**: -9.79 eV

Geometry as ORCA input:
```
! RIJCOSX wB97M-V def2-TZVPD def2/J DEFGRID3
* xyz 0 1
C 1.61 1.19 -0.53
C 0.48 1.11 -1.55
C 0.04 -0.31 -1.85
N 1.24 0.52 0.73
H 1.86 2.24 -0.37
H 2.49 0.69 -0.91
H 0.84 1.55 -2.48
H -0.35 1.72 -1.19
H 0.92 -0.97 -2.04
H -0.54 -0.36 -2.78
H -0.56 -0.78 -1.08
H 0.45 1.02 1.14
H 1.99 0.61 1.39
H -2.54 -1.71 1.57
H -1.05 -1.95 1.13
O -1.74 -1.28 1.23
H 0.83 -2.54 -0.06
H 0.94 -1.32 0.88
O 0.73 -2.29 0.86
H -2.62 1.68 0.53
H -1.67 0.51 0.80
O -1.69 1.46 0.59
*
```

It turns out model three is the most stable, with the second structure 0.0471 hartree higher.

Model one:
DFT (ωB97M-V/def2-TZVPD) results for the molecule C5H7ClOS.

Computed properties:
**Structure (SMILES)**: S=C1CC[C@@H](CCl)O1
**Highest occupied orbital energy**: -8.58 eV

Geometry as ORCA input:
```
! RIJCOSX wB97M-V def2-TZVPD def2/J DEFGRID3
* xyz 0 1
C 1.48 0.45 1.16
C -0.02 0.25 0.90
C -0.48 -1.03 0.21
C -0.89 -0.60 -1.17
C -0.78 0.94 -1.14
H 1.87 -0.22 1.92
H 1.62 1.48 1.40
H -0.48 0.37 1.84
H -1.39 -1.43 0.72
H 0.23 -1.86 0.22
H -0.28 -0.94 -1.99
H -1.93 -0.85 -1.42
O -0.55 1.37 0.11
S -0.90 2.00 -2.38
Cl 2.49 0.08 -0.35
*
```

Model two:
DFT (ωB97M-V/def2-TZVPD) results for a cluster of 2 separate species, C5H7ClOS in total.

Computed properties:
**Highest occupied orbital energy**: -9.20 eV

Geometry as ORCA input:
```
! RIJCOSX wB97M-V def2-TZVPD def2/J DEFGRID3
* xyz 0 1
C 2.21 -0.64 -1.46
C 1.47 -0.14 -0.22
C -0.75 1.01 -0.23
C -0.74 2.30 -0.23
C -1.78 0.29 0.81
H 2.09 0.24 -2.18
H 3.33 -0.71 -0.99
H 1.86 -1.77 -1.71
H 0.09 2.83 -0.65
H -1.70 2.98 -0.03
H -3.00 1.16 0.51
H -1.47 0.20 2.08
O 0.37 0.43 -0.91
S 1.96 -0.24 1.29
Cl -2.23 -1.26 -0.15
*
```

It turns out model one is the most stable, with the second structure 0.1953 hartree higher.

Model one:
DFT (ωB97M-V/def2-TZVPD) results for a structure of composition C4H8FN.

Computed properties:
**Highest occupied orbital energy**: -9.77 eV

Geometry as ORCA input:
```
! RIJCOSX wB97M-V def2-TZVPD def2/J DEFGRID3
* xyz 0 1
C 0.58 -0.39 -0.38
C 0.24 -0.19 1.02
C -0.91 0.52 0.47
C -0.85 -0.17 -0.92
H 1.58 -1.45 -1.55
H 2.11 -1.63 -0.20
H 1.32 0.38 -0.80
H 0.20 -1.24 1.47
H 0.60 0.56 1.62
H -1.94 0.62 0.92
H -1.31 0.31 -1.82
H -1.41 -1.15 -0.81
N 1.18 -1.69 -0.61
F -0.42 1.87 0.48
*
```

Model two:
DFT (ωB97M-V/def2-TZVPD) results for the molecule C4H8FN.

Computed properties:
**Structure (SMILES)**: CN1CC(F)C1
**Highest occupied orbital energy**: -8.67 eV

Geometry as ORCA input:
```
! RIJCOSX wB97M-V def2-TZVPD def2/J DEFGRID3
* xyz 0 1
C 2.22 0.03 0.25
C -0.06 1.05 -0.12
C -1.06 -0.10 -0.41
C -0.02 -1.04 -0.05
H 2.82 0.94 -0.04
H 2.77 -0.84 0.10
H 1.93 0.18 1.38
H -0.04 1.38 0.92
H -0.03 2.09 -0.77
H -1.50 -0.16 -1.43
H 0.01 -1.24 1.08
H 0.11 -1.98 -0.56
N 0.96 -0.06 -0.37
F -2.14 0.05 0.43
*
```

It turns out model two is the most stable, with the second structure 0.0183 hartree higher.

Model one:
DFT (ωB97M-V/def2-TZVPD) results for a structure of composition CH11NO4.

Computed properties:
**<S²>**: 1.76
**Highest occupied orbital energy (spin up / spin down)**: -15.21 / -15.10 eV

Geometry as ORCA input:
```
! RIJCOSX wB97M-V def2-TZVPD def2/J DEFGRID3
* xyz 1 2
C -0.10 0.78 -1.42
N 0.19 -0.67 -1.32
H 0.14 1.26 -0.45
H 0.68 1.12 -2.10
H -1.08 1.16 -1.78
H -0.56 -1.21 -0.96
H -3.16 -0.58 -0.61
O -2.30 -1.06 -0.34
H -0.72 0.34 1.52
H -1.77 0.32 0.42
O -1.36 0.91 1.12
H 3.35 0.54 -0.24
H 1.13 -0.73 -0.79
O 2.41 0.41 -0.02
H 1.77 0.11 1.08
H 1.24 -0.62 2.53
O 1.03 -0.48 1.62
*
```

Model two:
DFT (ωB97M-V/def2-TZVPD) results for a cluster of 5 separate species, CH11NO4 in total.

Computed properties:
**<S²>**: 0.76
**Highest occupied orbital energy (spin up / spin down)**: -14.42 / -14.42 eV

Geometry as ORCA input:
```
! RIJCOSX wB97M-V def2-TZVPD def2/J DEFGRID3
* xyz 1 2
C 1.74 -0.92 -1.73
N 1.88 -1.84 -0.89
H 1.81 0.14 -1.50
H 1.75 -1.04 -2.84
H 1.46 -2.76 -1.13
H 0.48 2.21 2.28
H -0.84 2.16 1.58
O -0.27 1.64 2.16
H -2.09 2.51 -1.05
H -1.49 1.31 -0.41
O -1.70 2.23 -0.22
H 0.86 -1.49 1.82
H -0.11 -0.34 1.72
O 0.06 -1.21 1.34
H -0.54 -0.98 -0.38
H -1.83 -0.79 -1.34
O -0.97 -0.45 -1.07
*
```

It turns out model two is the most stable, with the second structure 0.1814 hartree higher.

Model one:
DFT (ωB97M-V/def2-TZVPD) results for a structure of composition C8H15N2.

Computed properties:
**Highest occupied orbital energy**: -12.13 eV

Geometry as ORCA input:
```
! RIJCOSX wB97M-V def2-TZVPD def2/J DEFGRID3
* xyz 1 1
C -3.06 -0.02 -0.06
C -2.91 -0.58 -1.35
C -2.06 -0.06 0.87
C -1.64 -0.90 -1.75
C -0.68 -0.49 0.50
C -0.48 -0.80 -0.90
C 1.84 -1.59 -0.73
C 2.01 2.14 1.17
N 0.68 -1.12 -1.44
N 0.64 1.78 1.63
H -4.12 0.34 0.32
H -3.69 -0.61 -1.97
H -2.24 0.16 1.95
H -1.41 -1.21 -2.75
H 0.10 0.58 0.90
H -0.04 -0.98 1.33
H 2.16 -0.75 -0.19
H 1.62 -2.42 -0.07
H 2.63 -1.96 -1.53
H 2.82 1.47 1.45
H 1.84 2.19 0.11
H 2.40 3.23 1.56
H 0.52 -1.42 -2.39
H 0.05 2.63 1.72
H 0.66 1.37 2.65
*
```

Model two:
DFT (ωB97M-V/def2-TZVPD) results for the ion C8H15N2 with charge +1.

Computed properties:
**Highest occupied orbital energy (spin up / spin down)**: -12.98 / -12.98 eV

Geometry as ORCA input:
```
! RIJCOSX wB97M-V def2-TZVPD def2/J DEFGRID3
* xyz 1 1
C -2.25 0.60 0.72
C -4.18 1.24 -0.57
C -0.77 -1.14 -0.26
C 3.06 1.68 0.17
C -0.01 -2.29 0.42
C 1.92 0.84 -0.44
C 1.94 -0.59 0.17
C 0.78 -1.32 -0.48
N -3.45 0.47 0.16
N -1.19 -0.08 0.57
H -3.66 1.93 -1.22
H -5.31 1.02 -0.65
H 3.83 1.09 0.41
H 3.40 2.30 -0.55
H 2.81 2.37 1.01
H 0.07 -2.28 1.53
H -1.32 -1.26 -1.09
H -0.17 -3.25 0.01
H 0.88 1.38 -0.16
H 2.01 0.65 -1.46
H 2.81 -1.09 -0.04
H 1.94 -0.48 1.36
H 1.14 -1.67 -1.53
H -3.89 -0.30 0.66
H -0.39 0.18 1.25
*
```

It turns out model one is the most stable, with the second structure 0.1251 hartree higher.